#a
Entry from the Open Molecules 2025 dataset: the molecule C5H6N2 (ωB97M-V/def2-TZVPD).

Geometry (Å):
C: -1.0419 0.9135 1.5106
C: 0.2306 0.3760 1.5386
N: 0.6276 0.4083 0.2224
C: -0.4855 0.7147 -0.5156
N: -1.5023 1.0918 0.2165
C: -0.2346 -0.4594 -1.4655
C: 1.1449 -0.5677 -0.7531
H: -1.7329 1.0553 2.3303
H: 0.7385 -0.2667 2.2446
H: -0.3055 -0.2513 -2.5266
H: -0.8586 -1.3265 -1.1711
H: 1.9637 -0.1996 -1.3801
H: 1.4560 -1.4884 -0.2508

## Properties
2S+1 ... 1
SMILES string ... c1cn2c(n1)CC2
Gap between HOMO and LUMO ... 9.4347 eV



#b
Entry from the Open Molecules 2025 dataset: a 2-piece molecular cluster, C5H6N2 overall (ωB97M-V/def2-TZVPD).

Geometry (Å):
C: -2.7420 0.6169 -0.6293
C: -0.8343 1.7627 -0.8728
C: -3.5983 -0.0718 0.0348
C: 0.8796 0.7828 0.5989
C: 1.8861 -0.1393 0.2406
N: -4.4167 -0.5784 0.7253
N: -0.1109 1.1736 -0.1069
H: -2.6911 0.5725 -1.8011
H: 1.0417 1.0016 1.6828
H: 1.7757 -1.1148 0.7714
H: 2.7614 0.4014 0.4482
H: 1.7559 -0.2824 -0.8341
H: -5.4024 -0.2867 0.7597

## Properties
2S+1 ... 1
Gap between HOMO and LUMO (spin up / spin down) ... 6.9381 / 7.7353 eV



#c
Entry from the Open Molecules 2025 dataset: a 2-piece molecular cluster, C5H6N2 overall (ωB97M-V/def2-TZVPD).

Geometry (Å):
C: 0.3257 -1.5018 -1.5313
C: 1.4130 -0.8181 -0.8989
C: -0.8160 -1.1054 -0.8322
C: 0.8970 -0.1619 0.1666
C: -1.2223 2.1389 0.5551
N: -1.9394 1.1932 0.8666
N: -0.4001 -0.4355 0.2127
H: 0.3621 -2.0805 -2.4318
H: 2.4330 -0.9148 -1.0432
H: -1.8015 -1.4501 -1.0084
H: 1.4267 0.2266 1.1011
H: -1.4340 3.1573 0.5696
H: -0.1406 1.9041 0.0998

## Properties
2S+1 ... 1
Gap between HOMO and LUMO (spin up / spin down) ... 7.8139 / 6.4949 eV



Q: Which of them is the least stable? A: #b.



#a
Entry from the Open Molecules 2025 dataset: C5H6N2 as an isolated structure (ωB97M-V/def2-TZVPD).

Geometry (Å):
C: -1.2978 -0.5119 -0.0516
C: -1.3224 1.0202 0.2063
C: 0.1669 0.8058 0.3271
N: 1.2904 1.2203 -0.1765
C: 2.0199 0.0368 -0.2902
C: 1.2868 -1.0592 0.0669
N: 0.0794 -0.5526 0.5262
H: -1.2340 -0.7261 -1.1222
H: -2.0267 -1.1605 0.4352
H: -1.6427 1.6538 -0.6210
H: -1.8332 1.3023 1.1299
H: 3.0371 0.0532 -0.6590
H: 1.5466 -2.1062 0.1307

## Properties
2S+1 ... 1
Gap between HOMO and LUMO ... 9.8002 eV



#b
Entry from the Open Molecules 2025 dataset: the molecule C5H6N2 (ωB97M-V/def2-TZVPD).

Geometry (Å):
N: -1.7846 0.2723 -2.1979
C: -0.7417 0.4015 -1.7156
C: 0.5201 0.6663 -1.0216
C: 0.6157 1.1434 0.3894
C: -0.5239 0.4194 1.1523
C: -0.0439 -0.9597 0.7012
N: 1.0013 -0.4462 -0.2148
H: 1.2875 1.0406 -1.6975
H: 1.9825 -0.6419 -0.1144
H: -0.4291 0.5695 2.2293
H: -1.5462 0.6691 0.8468
H: 0.4292 -1.5549 1.4831
H: -0.7669 -1.5794 0.1597

## Properties
2S+1 ... 1
Gap between HOMO and LUMO ... 8.9903 eV



#c
Entry from the Open Molecules 2025 dataset: the molecule C5H6N2 (ωB97M-V/def2-TZVPD).

Geometry (Å):
C: -0.8846 1.9821 1.3501
C: 0.3048 1.4222 0.7941
C: 0.2159 0.2189 -0.0098
N: 1.3668 -0.0760 -0.6656
C: 1.1632 -1.3548 -1.2015
C: -0.0253 -1.9180 -0.9022
N: -0.7710 -0.8321 -0.2530
H: -1.7044 1.4011 0.8976
H: -0.8904 2.9393 1.9281
H: 1.3919 1.6247 0.8422
H: 1.9838 -1.7345 -1.9935
H: -0.4729 -2.8166 -1.1285
H: -1.6778 -0.8564 0.3418

## Properties
2S+1 ... 1
SMILES string ... C=Cc1ncc[nH]1
Gap between HOMO and LUMO ... 8.7933 eV



Q: Which of them is the least stable? A: #b.



#a
Entry from the Open Molecules 2025 dataset: the molecule C5H6N2 (ωB97M-V/def2-TZVPD).

Geometry (Å):
N: -1.5031 0.4286 -2.7309
C: -1.0667 -0.0663 -1.7805
C: -0.5538 -0.6469 -0.5408
C: 0.9567 -0.6664 -0.2095
C: 0.4902 -0.1214 1.1462
C: -0.0314 1.2313 0.9144
N: -0.9225 0.0840 0.7010
H: -0.9609 -1.6563 -0.4191
H: 1.5679 0.0486 -0.7735
H: 1.4260 -1.6507 -0.2359
H: 0.5778 -0.6108 2.1031
H: 0.3472 1.7911 0.0578
H: -0.3276 1.8351 1.7678

## Properties
2S+1 ... 1
SMILES string ... N#C[C@H]1C[C@H]2CN21
Gap between HOMO and LUMO ... 10.7681 eV



#b
Entry from the Open Molecules 2025 dataset: C5H6N2 as an isolated structure (ωB97M-V/def2-TZVPD).

Geometry (Å):
N: 1.7585 -0.1366 1.4917
C: 1.5987 0.9504 0.8828
C: 1.3777 0.0723 -0.2629
C: 0.0109 -0.1555 -0.8468
C: -0.9834 -1.0052 -0.0281
C: -1.5232 0.3693 0.2195
N: -0.7497 1.0726 -0.5202
H: 2.1482 -0.1365 -0.9810
H: 0.0381 -0.3701 -1.9337
H: -1.6604 -1.6088 -0.6374
H: -0.5566 -1.5952 0.7866
H: -2.4904 0.6860 0.5734
H: 1.0315 1.8573 1.2560

## Properties
2S+1 ... 1
Gap between HOMO and LUMO ... 10.2070 eV



Q: Which of them is the least stable? A: #b.